No. 1
Entry from OMol25: C5H6InLiO4 as an isolated structure at a distorted geometry (ωB97M-V/def2-TZVPD).

Positions of all 17 atoms, in Å:
C  0.53026  0.99854  -0.87676
C  -1.00761  0.99241  -0.80461
C  -1.49185  -0.34053  -0.32002
C  -1.82035  -0.50632  0.99300
O  -1.78177  -1.62885  1.65510
O  1.12163  0.41005  0.25841
In  1.51704  1.13359  2.13092
Li  0.13774  -1.64945  1.25922
H  0.89715  2.03670  -0.95778
H  0.83031  0.42869  -1.77315
H  -1.39217  1.26507  -1.80200
H  -1.32333  1.77970  -0.09955
H  -1.30267  -1.22102  -0.94824
H  -1.95548  0.41706  1.59900
O  2.20149  -1.45730  1.03477
O  2.48514  -1.55042  -1.21881
C  2.35448  -1.10793  -0.12950

Output
- energy above the lowest of the compared OMol25 structures with the same formula, charge and spin (kcal/mol) = 19.49
- multiplicity = 1

=====

No. 2
Entry from OMol25: C25H44O37S10 as an isolated structure at a distorted geometry (ωB97M-V/def2-TZVPD).

Positions of all 116 atoms, in Å:
C  5.53907  0.85614  -0.42508
C  4.30008  1.47194  -1.35734
C  4.52784  2.01860  -2.90204
C  3.22852  2.58124  -3.74073
C  1.73611  2.57504  -3.00040
C  0.35894  3.08051  -3.79195
O  -0.79727  2.21768  -3.49597
S  -0.61514  0.64623  -4.13163
O  0.51706  0.59630  -5.22906
O  -0.08085  -0.38436  -2.87536
S  -1.36415  -0.84929  -1.84524
C  -1.94162  0.51900  -0.67775
O  -0.81668  -1.99647  -0.91273
O  -2.56830  -1.50483  -2.62558
C  1.51259  2.04291  -1.45339
C  2.81026  1.47864  -0.60931
H  5.12596  0.12751  0.41795
H  6.02664  1.75941  0.14010
H  6.37803  0.33694  -1.05943
H  5.57788  1.99703  -3.43767
H  3.26766  2.98492  -4.83883
H  0.10427  4.14958  -3.32596
H  0.54622  3.27611  -4.93664
H  -2.89330  0.11418  -0.08348
H  -1.13910  0.79549  0.15428
H  -2.26605  1.48649  -1.28913
H  0.41242  2.05110  -0.98989
H  2.64405  1.07888  0.49920
C  -4.72576  -6.16129  -2.12507
C  -4.83937  -5.40264  -3.44464
O  -5.04217  -4.04046  -3.07570
S  -4.25757  -3.74822  -1.67590
O  -2.98142  -3.14563  -1.99123
O  -5.19264  -3.16745  -0.74062
O  -3.99601  -5.30062  -1.25219
H  -5.71268  -6.33582  -1.68456
H  -4.20606  -7.11611  -2.24127
H  -5.66610  -5.76214  -4.06194
H  -3.90658  -5.46264  -4.01528
C  0.85685  4.39682  3.69187
C  2.28365  4.33110  3.15369
O  2.23987  3.37623  2.09582
S  0.77308  3.43960  1.38524
O  0.87773  4.27252  0.20777
O  0.22003  2.10549  1.35905
O  0.01239  4.29423  2.54664
H  0.64404  3.54757  4.34915
H  0.66046  5.32908  4.22815
H  3.00340  4.02755  3.91762
H  2.58897  5.29284  2.72805
C  -8.98448  -4.23417  2.03802
C  -9.14711  -5.56294  1.30478
O  -8.89421  -5.26585  -0.06655
S  -7.79798  -4.06127  -0.15427
O  -6.49507  -4.65150  -0.36686
O  -8.33467  -3.01526  -0.99345
O  -7.88989  -3.57829  1.40013
H  -9.87375  -3.60683  1.91883
H  -8.77799  -4.37272  3.10265
H  -10.14592  -5.98793  1.42943
H  -8.39847  -6.29021  1.63637
C  2.63751  -2.52789  2.37117
C  3.03887  -2.79607  3.81917
O  4.37853  -2.32071  3.92926
S  4.57358  -1.04905  2.92663
O  4.41272  0.16307  3.69865
O  5.72164  -1.30102  2.08707
O  3.22346  -1.27006  2.03992
H  3.05471  -3.28535  1.69979
H  1.55235  -2.48828  2.24414
H  2.98348  -3.85631  4.07722
H  2.41801  -2.21991  4.51337
C  -6.36249  2.16378  0.08784
C  -5.96113  1.89560  1.53584
O  -4.62147  2.37096  1.64593
S  -4.42642  3.64261  0.64329
O  -4.58728  4.85473  1.41532
O  -3.27836  3.39065  -0.19626
O  -5.77654  3.42160  -0.24341
H  -5.94529  1.40632  -0.58354
H  -7.44765  2.20338  -0.03919
H  -6.01652  0.83535  1.79388
H  -6.58199  2.47175  2.23004
C  4.84575  -8.45226  3.62694
C  5.36736  -7.07206  3.23618
O  4.20259  -6.29658  2.96278
S  2.98810  -6.80769  3.92414
O  2.92069  -5.92979  5.07125
O  1.84439  -7.10828  3.09470
O  3.66948  -8.21116  4.39729
H  4.56088  -9.03092  2.74231
H  5.57518  -9.01883  4.21192
H  6.02180  -7.10628  2.36193
H  5.89862  -6.60098  4.06994
C  7.13582  2.06783  2.87957
C  7.94756  2.60377  4.05582
O  8.71336  3.68086  3.52083
S  7.86244  4.39356  2.32566
O  7.19690  5.55366  2.87552
O  8.69167  4.44809  1.14422
O  6.75168  3.21694  2.12646
H  7.74896  1.42839  2.23636
H  6.25213  1.51326  3.20642
H  8.60164  1.84440  4.49092
H  7.29272  3.00911  4.83441
C  -2.46249  5.78770  -7.19963
C  -2.06113  5.51952  -5.75162
O  -0.72147  5.99488  -5.64154
S  -0.52642  7.26653  -6.64417
O  -0.68728  8.47865  -5.87215
O  0.62164  7.01457  -7.48373
O  -1.87654  7.04552  -7.53088
H  -2.04529  5.03024  -7.87100
H  -3.54765  5.82730  -7.32666
H  -2.11652  4.45927  -5.49358
H  -2.68199  6.09567  -5.05743

Output
- multiplicity = 1

=====

No. 3
Entry from OMol25: C15H27AlAsBeCaCl2F16KN2O11 as an isolated structure at a distorted geometry (ωB97M-V/def2-TZVPD).

Positions of all 78 atoms, in Å:
F  -3.46066  -3.14346  -1.52834
C  -4.65364  -3.65581  -0.97839
F  -4.44376  -3.73783  0.31141
F  -5.58272  -2.78556  -1.24355
C  -4.86182  -5.04480  -1.63832
F  -3.73437  -5.74245  -1.31885
F  -4.84894  -4.91561  -3.00203
C  -6.07675  -5.85770  -1.14752
F  -6.15986  -5.80100  0.19298
F  -5.78017  -7.15683  -1.45148
C  -7.41759  -5.48691  -1.82966
C  -8.59097  -5.30672  -0.83271
O  -8.53372  -3.99966  -0.36242
Al  -8.56623  -3.08358  -1.95579
O  -7.41249  -4.38399  -2.65164
H  -7.66720  -6.39905  -2.39659
H  -9.47590  -5.43982  -1.48575
H  -8.71937  -6.09151  -0.08139
H  -7.66742  -1.75220  -2.03060
H  -10.01786  -2.99629  -2.60359
C  -0.08626  -0.26978  -0.95455
C  -0.29524  -1.01980  -2.25389
O  -0.66014  -2.41560  -1.99073
O  0.92204  -0.90136  -0.17256
H  0.22503  0.75250  -1.15945
H  -1.01051  -0.25116  -0.36483
H  0.63019  -1.05418  -2.82590
H  -1.07605  -0.56223  -2.85926
H  -1.56294  -2.42887  -1.62169
H  0.79196  -1.84444  -0.27453
Ca  0.38558  -4.48557  -1.72011
F  -1.16466  -3.87368  4.11064
As  -2.84606  -3.92521  3.68476
F  -3.23787  -3.16324  5.22224
F  -2.96613  -5.52356  4.46417
F  -4.51445  -4.00608  3.29907
F  -2.45347  -4.69851  2.18335
F  -2.72131  -2.37795  2.93162
K  -2.78928  -5.50782  6.74357
C  4.38744  -0.44921  1.30182
O  3.23793  -1.23885  1.60387
H  5.26640  -1.07102  1.41616
H  4.33714  -0.08554  0.27344
H  4.45515  0.39966  1.98898
H  2.46617  -0.67588  1.49815
C  5.02544  -3.85185  -1.40488
O  6.11653  -4.14463  -0.91713
O  4.04641  -4.66411  -1.49764
O  4.75154  -2.70683  -1.87332
C  7.20002  1.86034  0.52639
Cl  6.08618  2.03028  -0.83936
Cl  7.60191  0.16633  0.81759
H  8.10756  2.40721  0.30220
H  6.72706  2.26430  1.41361
C  3.28214  4.43554  -2.00513
O  3.41895  4.51505  -0.79902
N  4.17284  3.76355  -2.79757
N  2.22721  5.00981  -2.66300
H  4.08103  3.67743  -3.79125
H  4.96096  3.34170  -2.33695
H  1.56134  5.51355  -2.10727
H  2.09654  4.96086  -3.65476
Be  -3.44413  -3.78637  -4.02835
C  3.75114  6.13184  2.20651
C  3.12842  6.97757  1.10659
O  2.62207  8.23580  1.53677
C  3.52342  9.32553  1.70882
O  4.31767  9.53887  0.70476
C  4.33175  9.24861  3.05666
F  3.57265  8.74210  4.04412
F  4.68526  10.48533  3.43849
F  5.44754  8.51866  2.99368
H  3.17050  6.19884  3.12708
H  3.79553  5.09054  1.88387
H  4.76996  6.44071  2.42712
H  2.25221  6.44141  0.74051
H  3.79927  7.08028  0.25223
H  2.80570  10.14907  1.94434

Output
- multiplicity = 1

=====

| no. | HOMO level (eV) |
| --- | --- |
| 1 | -7.2 |
| 2 | -7.6 |
| 3 | -6.7 |